P.
C3H6N2O2S | the ωB97M-V functional and the def2-TZVPD basis

## Properties
* HOMO (alpha / beta): -20.05 / -19.55 eV
* orbital gap (alpha / beta): 0.2649 / 0.2327 Ha
* lowest unoccupied orbital energy (alpha / beta): -12.8 / -13.2 eV
* total charge: +2
* spin multiplicity: 1

Each line ends with the Mulliken charge.
Element x y z (Å)
S1 -2.1699 1.4738 0.3383  0.16
O1 -2.3222 -0.9706 -0.3674  -0.23
O2 1.0850 0.0970 1.2224  -0.23
N1 0.5882 0.9011 0.4488  0.52
N2 -1.2093 -1.1773 -0.1266  0.43
C1 1.2554 2.0413 -0.1489  -0.84
C2 -0.7254 0.8956 0.2068  0.53
C3 -0.3960 -2.2459 -0.1741  -0.69
H1 -1.0505 -3.2564 -0.1123  0.37
H2 0.2342 -2.1368 -1.0192  0.41
H3 2.2660 1.8686 -0.0808  0.37
H4 0.4046 -2.4468 0.6806  0.34
H5 1.1077 2.0532 -1.1555  0.46
H6 0.9323 2.9033 0.2878  0.40

***

Q.
C3H6N2O2S | the ωB97M-V functional and the def2-TZVPD basis

## Properties
* HOMO (alpha / beta): -19.15 / -20.02 eV
* orbital gap (alpha / beta): 0.2219 / 0.2705 Ha
* lowest unoccupied orbital energy (alpha / beta): -13.1 / -12.7 eV
* total charge: +2
* spin multiplicity: 1

Each line ends with the Mulliken charge.
Element x y z (Å)
S1 -2.2724 1.4310 0.2098  0.13
O1 1.1023 0.0290 0.9586  -0.29
O2 -2.3347 -1.0583 -0.4728  -0.24
N1 -1.2216 -1.1965 -0.2267  0.36
N2 0.5476 0.9278 0.4330  0.52
C1 -0.8134 0.9658 0.2668  0.64
C2 -0.4215 -2.3141 -0.1483  -0.49
C3 1.3613 2.0491 -0.0587  -0.61
H1 2.0899 2.4612 0.6027  0.32
H2 0.6421 -1.9756 0.0523  0.28
H3 -0.8989 -2.6730 0.8035  0.35
H4 0.7689 2.9253 -0.6080  0.33
H5 2.0301 1.4791 -0.7622  0.35
H6 -0.5797 -3.0507 -1.0499  0.35

***

Stability, lowest: P

***

P.
C53H51CsN11O7PS3 | the ωB97M-V functional and the def2-TZVPD basis

## Properties
* HOMO: -3.53 eV
* orbital gap: 0.2543 Ha
* lowest unoccupied orbital energy: 3.4 eV
* total charge: -2
* spin multiplicity: 1

Each line ends with the Mulliken charge.
Element x y z (Å)
Cs1 -0.4839 0.9656 1.2423  1.09
S1 5.3918 -3.1200 -0.0691  -0.60
S2 3.3854 -2.9917 2.7869  -0.53
S3 0.1887 4.8047 1.7866  1.36
P1 5.1340 -2.8287 1.9280  1.08
O1 1.6692 0.2101 3.2904  -0.51
O2 -2.9932 0.7375 -0.3649  -0.10
O3 -3.2831 -2.5923 2.6667  -0.92
O4 -0.9144 4.6672 2.7476  -0.61
O5 -0.6676 -1.9547 3.3001  -0.53
O6 0.8092 6.0895 1.7791  -0.78
O7 -1.8658 0.9577 -2.9888  -0.40
N1 -1.0755 -2.0472 -2.4232  -0.21
N2 -2.7680 -1.0567 1.0168  0.94
N3 -4.8244 -1.0267 2.0252  -0.24
N4 1.1262 -1.4560 -0.4055  0.45
N5 2.5456 4.1548 0.1525  -0.42
N6 1.2345 3.5896 2.0422  -0.72
N7 -2.0485 -3.3003 -0.9465  0.08
N8 1.9498 -2.0841 -3.8539  -0.07
N9 -2.8969 3.9931 -3.2411  -0.60
N10 3.1142 2.2841 1.5117  -0.07
N11 1.7017 0.0039 -3.0967  -0.62
C1 3.5412 3.8551 -0.6615  0.04
C2 -2.6224 3.7008 -0.8879  -0.27
C3 7.4141 0.9013 3.4624  -0.37
C4 0.8653 -0.6651 -7.1268  -0.41
C5 1.3179 -0.0598 -4.4327  0.40
C6 -5.1151 3.8934 2.0816  -1.00
C7 6.1504 0.6350 3.9583  -0.73
C8 -5.9161 0.5455 -1.0613  0.70
C9 -7.2842 0.0055 0.8940  -0.24
C10 -4.8170 0.1976 1.2200  2.81
C11 -1.8884 3.9945 0.2408  0.30
C12 4.4277 2.8446 -0.4082  -1.16
C13 -7.0378 0.5359 -1.8447  -1.06
C14 6.2013 -4.1122 4.1600  -0.54
C15 2.2126 -1.6890 -1.3039  -0.78
C16 -2.9738 -3.1129 -1.9000  0.71
C17 2.2742 3.3803 1.2270  0.18
C18 4.1289 2.0981 0.7388  0.40
C19 7.3157 -1.0397 2.0052  -0.60
C20 -6.0463 0.2876 0.3114  -1.06
C21 8.1717 -5.4696 4.1418  -0.29
C22 7.1262 -4.8397 4.8545  -0.67
C23 -3.0707 -1.8116 -3.9675  -0.58
C24 -4.3197 -3.3831 -1.9487  -0.90
C25 -2.3738 -2.3274 -2.8600  0.02
C26 -0.9580 -2.5809 -1.2608  0.26
C27 -8.2671 0.2209 -1.2670  -0.56
C28 -4.7291 1.4946 1.9969  0.45
C29 6.2552 -4.0405 2.7335  0.11
C30 -0.8165 4.6390 -2.1988  -1.13
C31 8.2181 -5.4281 2.7925  -0.62
C32 -0.0732 4.8532 -1.0277  -0.16
C33 6.0264 -1.2708 2.4602  0.55
C34 -8.4036 -0.0553 0.0806  -0.82
C35 -3.4152 -0.0093 0.4718  -2.46
C36 1.3266 -1.6381 -6.2186  -0.77
C37 -4.4217 -2.0393 -3.9977  -0.78
C38 -4.3362 3.9243 3.2548  -0.48
C39 -2.0929 4.1115 -2.1337  0.51
C40 7.2730 -4.7154 2.1093  -0.04
C41 5.4032 -0.4401 3.4035  -0.32
C42 -0.6020 4.5278 0.2040  -1.07
C43 1.4924 -1.3494 -4.8933  0.46
C44 0.2123 -2.5402 -0.2914  -0.38
C45 -5.3207 2.6557 1.4934  -0.21
C46 0.8923 0.9555 -5.2821  -0.39
C47 0.6587 0.6634 -6.6385  -0.39
C48 1.9252 -1.2227 -2.7265  0.27
C49 -4.0109 1.5704 3.2014  -0.33
C50 -3.5926 -1.6788 1.9287  -0.33
C51 8.0055 0.0871 2.4485  -0.67
C52 -5.0079 -2.8367 -3.0153  -0.53
C53 -3.8181 2.7943 3.8044  -0.64
H1 4.4388 -0.6903 3.8334  0.27
H2 -6.0979 -2.9337 -3.0451  0.31
H3 0.6959 1.9546 -4.7729  0.29
H4 -5.8832 2.6153 0.5883  0.43
H5 -1.4372 -2.4596 3.0278  0.31
H6 0.4401 -0.9600 -8.1120  0.29
H7 7.7062 -1.7617 1.2930  0.36
H8 -0.3315 4.8627 -3.1546  0.25
H9 5.7447 1.3477 4.6761  0.37
H10 7.2514 -4.6617 1.0347  0.34
H11 -3.5976 0.6572 3.6633  0.39
H12 5.2209 2.6477 -1.0789  0.45
H13 2.1745 0.9979 3.0521  0.38
H14 8.9885 -6.0204 2.2741  0.33
H15 0.0431 1.3341 -7.2696  0.29
H16 1.7250 -3.0889 -3.6702  0.34
H17 -5.3097 -1.0597 2.9501  0.43
H18 5.3481 -3.5915 4.6480  0.23
H19 2.3503 -0.5034 3.3733  0.13
H20 -1.5166 0.0532 -2.9466  -0.10
H21 3.1276 -1.1261 -1.0021  0.34
H22 -4.1510 4.8683 3.7502  0.32
H23 -2.6540 -1.1621 -4.6984  0.53
H24 1.4154 -2.6785 -6.5694  0.30
H25 2.5274 -2.7682 -1.3170  0.23
H26 -2.1582 1.0936 -2.0368  0.49
H27 4.8484 1.2826 1.0072  0.15
H28 -6.9415 0.7751 -2.9155  0.42
H29 7.9748 1.7544 3.8916  0.29
H30 8.7893 -6.0930 4.7457  0.35
H31 -3.1484 2.9596 4.6676  0.32
H32 -4.8754 0.6276 -1.4831  0.47
H33 -0.2902 -2.4167 0.6638  -0.23
H34 -3.3482 3.0658 -3.2148  0.30
H35 -2.3230 3.7924 1.1948  0.88
H36 -9.1512 0.1018 -1.8753  0.35
H37 -9.4148 -0.2292 0.4976  0.33
H38 0.9603 5.1892 -1.1099  0.49
H39 -7.3702 -0.1379 1.9530  0.40
H40 0.1713 -2.3568 3.0437  0.23
H41 3.6165 4.4824 -1.5545  0.36
H42 -5.5907 4.8101 1.8205  0.43
H43 -3.6037 3.2362 -0.8402  0.03
H44 -4.8509 -3.8835 -1.1929  0.50
H45 1.4909 -1.2330 0.5405  -0.06
H46 0.7858 -3.4524 -0.3309  0.38
H47 8.9591 0.2869 2.0280  0.44
H48 -2.4137 3.9708 -4.1497  0.30
H49 -4.9478 -1.7440 -4.8971  0.43
H50 -2.2466 -3.6731 -0.0817  0.31
H51 6.9248 -5.0981 5.8901  0.33

***

Q.
C53H51CsN11O7PS3 | the ωB97M-V functional and the def2-TZVPD basis

## Properties
* HOMO: -3.49 eV
* orbital gap: 0.2551 Ha
* lowest unoccupied orbital energy: 3.4 eV
* total charge: -2
* spin multiplicity: 1

Each line ends with the Mulliken charge.
Element x y z (Å)
Cs1 -0.5143 -24.4390 8.8260  1.28
S1 3.5947 -26.8571 6.7228  -0.65
S2 -3.3455 -24.8082 12.0598  1.84
S3 1.6360 -27.4699 9.5219  -0.61
P1 3.2118 -27.8250 8.3754  0.95
O1 -3.3468 -24.6077 8.0547  -0.70
O2 -3.0027 -21.8712 8.4415  -0.19
O3 -3.8951 -23.4718 12.1544  -0.65
O4 -2.5663 -20.1326 11.8690  -0.69
O5 2.1169 -26.1835 12.6662  -0.70
O6 -4.2544 -17.4525 8.5716  -0.76
O7 -3.7264 -25.6356 10.9470  -0.97
N1 -1.7056 -24.8131 11.9631  -0.51
N2 -3.1952 -19.5810 8.7936  -0.60
N3 2.8554 -20.4597 11.2714  0.18
N4 -0.3028 -21.0918 9.4187  0.41
N5 -1.4373 -23.2452 13.7629  -0.19
N6 1.8454 -22.0282 7.0872  -0.72
N7 0.3219 -23.8697 12.3603  -0.26
N8 2.4194 -20.1056 8.0826  -0.05
N9 -5.1760 -27.5979 17.0238  -0.62
N10 -4.9018 -19.2370 7.2540  -0.37
N11 2.0665 -22.3023 10.2364  0.11
C1 3.9927 -23.7591 10.7545  0.18
C2 -3.4261 -20.5515 3.5520  -0.70
C3 -4.7484 -27.0263 15.8268  0.88
C4 -8.2272 -22.2116 8.7790  -0.59
C5 -3.8969 -25.6859 13.5114  -0.42
C6 4.1994 -22.8567 6.8106  -0.74
C7 1.4387 -20.9754 7.6956  0.43
C8 3.0420 -31.8246 8.6826  -0.58
C9 -4.1598 -21.1032 5.8005  -0.91
C10 3.2686 -21.9167 7.1441  0.72
C11 3.6154 -20.7377 7.8290  0.13
C12 -4.6045 -27.7240 14.6447  -0.76
C13 7.0094 -27.6545 10.9925  -0.36
C14 -7.1454 -21.8792 9.6479  -0.65
C15 3.1897 -29.5589 7.8778  0.29
C16 -4.1753 -27.0461 13.5120  -0.32
C17 5.9039 -21.3758 7.8847  -0.47
C18 -4.6431 -20.6152 7.2163  4.18
C19 4.7326 -27.7656 9.3996  0.81
C20 0.5056 -20.3823 10.4080  -1.21
C21 -3.4938 -20.7229 8.2105  -0.98
C22 3.6462 -32.3082 7.5376  -0.28
C23 7.1281 -27.5944 9.6089  -0.51
C24 -0.9743 -23.9413 12.6981  -0.06
C25 5.7484 -27.8273 11.5487  -0.57
C26 3.8749 -30.0568 6.7530  -0.34
C27 1.8127 -21.1000 10.5677  -0.09
C28 4.0814 -31.4145 6.5780  -0.64
C29 5.1087 -21.3870 12.0125  -1.55
C30 -5.8319 -21.4271 7.7164  0.06
C31 -3.2788 -21.9224 3.2638  -0.58
C32 3.8634 -21.3996 11.3416  0.53
C33 -5.9789 -21.4823 9.1243  -0.06
C34 -3.9104 -20.1602 4.7971  -0.55
C35 1.1358 -23.1604 13.1394  0.50
C36 0.0538 -20.6179 8.0418  -0.52
C37 0.7360 -22.5244 14.3119  -1.18
C38 -3.4848 -22.8366 4.2765  -0.95
C39 -3.9446 -24.9569 14.7155  -0.87
C40 -6.8505 -21.7843 6.8480  -0.42
C41 -0.6136 -22.5697 14.5128  -0.26
C42 2.7405 -30.4661 8.8137  -0.47
C43 5.1081 -23.8117 11.5818  -1.09
C44 -3.9132 -22.4331 5.5418  0.04
C45 3.3319 -22.5507 10.7046  0.58
C46 -4.3591 -25.6592 15.7999  -0.26
C47 -4.1441 -18.6394 8.2674  -0.06
C48 5.5176 -22.5272 7.1580  -0.47
C49 -8.0588 -22.1933 7.4082  -0.94
C50 6.0019 -27.5404 8.8115  -0.45
C51 4.9387 -20.4215 8.1903  -0.68
C52 5.6911 -22.6376 12.1248  -0.60
C53 4.5960 -27.8995 10.7797  -0.48
H1 3.6432 -33.3830 7.3708  0.34
H2 -4.9269 -28.5697 17.1178  0.22
H3 -4.4271 -25.1320 16.7528  0.17
H4 3.6263 -28.0167 11.2134  0.17
H5 5.5991 -27.9113 12.6355  0.32
H6 -2.6164 -21.1221 11.7366  0.25
H7 -8.9315 -22.3618 6.8221  0.41
H8 5.9876 -27.4163 7.6938  0.24
H9 4.6294 -31.8045 5.7274  0.34
H10 2.3391 -19.2220 8.5842  0.37
H11 6.2614 -23.2494 6.9349  0.40
H12 -0.0658 -20.3489 11.3652  0.87
H13 -0.0275 -19.5398 7.9843  0.40
H14 -9.1461 -22.5961 9.1907  0.37
H15 -4.0674 -27.6352 12.6214  0.45
H16 2.1639 -23.1393 12.8693  0.38
H17 -3.6798 -25.0880 8.8115  0.32
H18 4.2462 -29.2750 6.1036  0.30
H19 2.7910 -32.5680 9.5136  0.23
H20 5.2192 -19.5070 8.7519  0.28
H21 7.8350 -27.5466 11.7330  0.31
H22 -3.3563 -19.7009 2.8504  0.33
H23 5.6246 -24.6935 11.6796  0.67
H24 1.4364 -25.5102 12.3346  0.46
H25 -3.2570 -23.9250 4.1575  0.35
H26 -2.8392 -19.7262 11.0256  0.38
H27 -1.0043 -21.8376 15.3001  0.19
H28 5.5512 -20.5653 12.4904  0.54
H29 -0.6942 -21.0040 7.3044  0.14
H30 0.6691 -19.3567 10.0270  0.14
H31 1.4807 -22.0817 14.9738  0.46
H32 6.5923 -22.6099 12.7023  0.41
H33 8.1056 -27.3541 9.1881  0.29
H34 -1.3270 -20.9059 9.5646  -0.59
H35 -7.2108 -21.9143 10.7194  0.47
H36 -6.7418 -21.6972 5.7757  0.45
H37 3.4733 -24.6806 10.4016  0.32
H38 2.1972 -26.7081 11.8410  0.22
H39 -4.0132 -19.1087 5.0683  0.34
H40 -4.8299 -28.7589 14.5104  0.35
H41 -3.4284 -23.6493 8.2080  0.36
H42 2.1834 -30.0414 9.6284  0.36
H43 -3.7511 -23.8848 14.7894  0.40
H44 -5.8781 -18.9668 7.2723  0.33
H45 6.9247 -21.1411 8.2897  0.30
H46 -2.9292 -22.2010 2.3232  0.48
H47 -5.1208 -21.4307 9.8705  0.05
H48 -4.8827 -27.0531 17.7864  0.22
H49 2.8016 -19.5611 11.7311  0.21
H50 3.8952 -23.7881 6.3593  0.48
H51 -4.1682 -23.0573 6.3743  0.51

***

Stability, lowest: Q